# 1
{"formula": "C18H18Cl5N6OOs", "method": "the ωB97M-V functional and the def2-TZVPD basis", "total_charge": 3, "de_lowest_kcal_mol": 0.0, "e_tot_ev": -94993.565, "symbols": ["H", "H", "H", "C", "C", "C", "C", "H", "Cl", "C", "N", "C", "H", "H", "C", "C", "Cl", "H", "H", "C", "H", "Cl", "C", "H", "H", "C", "Os", "H", "C", "N", "H", "N", "C", "Cl", "H", "C", "H", "C", "N", "N", "C", "H", "Cl", "C", "H", "C", "H", "O", "N"], "positions_angstrom": [[3.728282, 2.010367, -2.347341], [0.644869, -0.368575, 2.392854], [1.926287, -0.992238, -0.107148], [-4.512885, 1.399603, -1.062054], [-0.212447, -3.503077, 3.321955], [-1.148512, -2.910389, 1.221624], [0.173623, -1.346184, 2.387622], [0.474032, 2.364617, -0.864693], [-5.770284, 0.867404, -2.043615], [1.696870, 1.078146, -3.690075], [-0.547047, -1.683302, 1.273896], [-3.378590, 0.690874, -0.860539], [3.084303, -1.547708, -2.149667], [0.704575, -1.716785, -2.179524], [1.326475, -1.988825, 4.569270], [0.504969, 1.717767, -1.743937], [-3.001114, -0.901176, -1.536552], [2.854835, 2.457342, -0.867804], [1.833065, 0.725170, 0.428028], [0.366809, -2.230433, 3.413939], [2.580300, 1.322237, -4.274561], [-5.884149, 3.608481, -0.532124], [-2.279900, 1.100637, -0.079923], [-1.717029, -3.141721, 0.329952], [0.530076, -0.137703, 5.021857], [-0.994284, -3.834924, 2.226569], [-1.030457, -0.307491, -0.118154], [1.929413, -0.602317, 5.917513], [0.646347, -0.676511, -2.513246], [1.786743, -0.319271, -3.243884], [3.860988, -0.238986, -3.063272], [0.530251, 0.224293, -1.220685], [-4.554864, 2.667983, -0.349361], [-1.070950, 2.693365, 1.694561], [-0.020438, -4.212318, 4.119666], [-2.363629, 2.311981, 0.660176], [-0.405759, 1.818479, -2.336107], [-3.477730, 3.108199, 0.514487], [1.650767, 1.957057, -2.509007], [1.316868, -0.754514, 5.127029], [1.881794, 0.049269, -0.432046], [-0.268506, -0.502792, -3.084131], [-3.625948, 4.575712, 1.324102], [2.868572, 1.781133, -1.722981], [-1.461684, -4.805583, 2.135592], [2.999755, -0.504517, -2.455238], [0.801648, 1.219939, -4.294353], [2.050848, -2.900285, 4.866686], [2.972839, 0.377566, -1.265357]], "forces_ev_per_a": [[0.052, 0.030, 0.057], [-0.075, 0.094, 0.032], [0.027, 0.003, -0.056], [0.136, 0.642, 0.381], [0.020, 0.008, 0.054], [0.328, 0.143, 0.015], [-0.005, 0.136, -0.327], [-0.047, -0.103, 0.030], [-0.158, -0.065, -0.135], [0.048, -0.053, 0.178], [-1.195, -0.913, 0.331], [0.036, 0.148, 0.190], [0.053, 0.017, 0.054], [-0.021, 0.060, 0.053], [-0.025, 0.269, 0.145], [-0.122, 0.117, 0.119], [0.654, -0.048, 0.379], [0.054, -0.036, 0.038], [0.014, -0.016, -0.025], [0.016, -0.130, -0.024], [-0.056, 0.017, -0.088], [-0.550, 0.407, -0.056], [-0.616, 0.186, 0.425], [-0.051, 0.078, 0.023], [-0.017, -0.014, 0.107], [0.042, -0.051, 0.000], [1.008, 0.504, 0.020], [-0.037, -0.005, -0.007], [-0.061, 0.016, 0.308], [0.197, 0.256, -0.435], [0.054, -0.058, 0.030], [-0.510, -0.370, -0.845], [0.875, -0.694, 0.078], [0.138, 0.005, 0.035], [-0.013, -0.023, -0.024], [-0.042, -0.377, -0.345], [0.020, -0.035, 0.019], [-0.592, -0.286, -0.533], [0.176, -0.036, -0.396], [0.057, -0.113, -0.202], [-0.019, 0.072, 0.361], [0.021, 0.013, 0.048], [0.058, 0.220, 0.169], [0.113, -0.110, 0.138], [-0.012, -0.004, 0.020], [0.137, 0.020, 0.187], [0.024, 0.020, -0.047], [0.042, -0.081, -0.003], [-0.178, 0.140, -0.479]], "lowdin_charge": [0.152, 0.122, 0.131, -0.694, 0.107, -0.074, -0.047, 0.117, 0.860, -0.087, -0.160, -0.620, 0.149, 0.139, -0.495, -0.138, 0.852, 0.148, 0.132, -0.068, 0.152, 0.958, -0.442, 0.114, 0.112, 0.032, 1.420, 0.141, -0.146, -0.076, 0.152, -0.226, -0.626, 0.819, 0.160, -0.682, 0.137, -0.688, -0.069, 0.202, -0.147, 0.127, 0.849, -0.095, 0.145, -0.096, 0.148, 0.147, -0.050]}

=====

# 2
{"formula": "C18H18F2O2", "method": "the ωB97M-V functional and the def2-TZVPD basis", "smiles": "CC(C)Cc1ccc(-c2ccccc2OCC=O)c(F)c1F", "de_lowest_kcal_mol": 42.8, "e_tot_ev": -28485.165, "symbols": ["F", "H", "H", "C", "C", "C", "H", "H", "O", "C", "H", "H", "H", "O", "C", "C", "C", "H", "H", "F", "H", "C", "C", "H", "C", "H", "H", "C", "C", "C", "C", "C", "C", "H", "C", "C", "H", "H", "H", "H"], "positions_angstrom": [[1.024938, -1.406305, 2.389167], [0.724687, 1.893023, 1.968559], [-3.568008, 0.330504, -0.518488], [-1.723751, -0.306637, 0.187555], [2.546951, 0.199844, 0.415149], [-3.487978, -1.428258, -2.494358], [-2.682866, -0.699937, -2.667417], [-4.981849, -3.403302, -1.341851], [0.381509, 3.793446, 2.549203], [4.530865, 1.487873, -0.229243], [6.366763, 0.311285, -0.104422], [-4.871742, -2.820312, 0.331156], [-4.421927, -0.971976, -2.772661], [2.315768, 2.533620, -0.337879], [-4.828785, -2.517208, -0.687746], [1.876928, 3.401526, 0.749897], [0.890796, 2.948166, 1.858284], [-2.721015, -2.465913, -0.740305], [-3.436151, -2.218510, -3.232044], [-1.680551, -1.764869, 2.122335], [0.890773, 0.963639, -1.447114], [3.400778, -0.951227, 0.831749], [3.125454, 1.473842, 0.028035], [3.261775, -1.949226, 1.270858], [0.370322, 0.453237, -0.672032], [2.741936, 3.887481, 1.201163], [1.417902, 4.291596, 0.362627], [0.436470, -0.803896, 1.401203], [-0.999197, -0.900668, 1.264783], [-3.513508, -1.772096, -0.936394], [4.765024, -0.810456, 0.739300], [-3.227431, -0.568735, -0.050019], [5.309878, 0.366635, 0.055142], [-1.465126, 0.829854, -1.588557], [-1.018410, 0.385357, -0.777275], [1.138027, 0.003959, 0.408965], [-5.698390, -1.849834, -0.821793], [5.477152, -1.597448, 0.856089], [-3.719264, -0.729070, 0.961527], [5.051254, 2.380995, -0.533149]], "forces_ev_per_a": [[0.686, -0.487, 1.034], [-0.346, -0.830, 0.267], [-0.740, 0.621, -0.080], [-0.463, -1.288, 0.720], [2.903, -0.616, 0.991], [0.546, 0.862, 1.329], [-0.205, -0.305, -0.302], [0.343, 0.622, 0.356], [0.113, -0.421, -0.195], [-0.263, -0.632, 0.945], [0.425, 0.532, -0.282], [-0.077, -0.551, 0.940], [-0.517, 0.678, 0.188], [-0.301, 0.342, 1.293], [-0.446, 0.613, -0.324], [0.382, 0.114, 0.092], [0.970, 0.976, -0.738], [0.567, -0.619, 0.011], [0.546, -0.715, 0.414], [0.891, 1.249, -0.895], [0.380, 0.312, -0.434], [0.969, 1.747, -0.067], [0.539, -2.720, -0.165], [-1.794, 0.668, -0.390], [-0.343, 0.479, 0.491], [0.385, -0.558, 0.526], [-0.586, 0.092, -1.011], [-2.651, 2.037, -2.920], [0.722, -0.594, -0.379], [-0.413, -0.861, -2.431], [0.492, 3.015, -2.975], [0.427, -0.246, 1.948], [-1.536, -1.237, 1.747], [-1.173, 0.830, -1.685], [2.237, -1.189, 2.294], [-3.111, -1.837, 0.858], [0.295, -0.148, -0.155], [0.025, -0.584, 0.602], [0.386, 0.390, -1.237], [-0.263, 0.258, -0.380]], "lowdin_charge": [0.132, 0.103, 0.108, -0.135, -0.079, -0.054, 0.057, 0.090, 0.066, -0.003, 0.087, 0.056, 0.063, -0.074, -0.088, -0.090, -0.186, 0.120, 0.068, 0.037, 0.115, -0.001, -0.204, 0.120, -0.006, 0.132, 0.121, -0.158, -0.080, -0.394, -0.081, -0.115, -0.060, 0.087, -0.024, -0.152, 0.085, 0.089, 0.138, 0.109]}

=====

# 3
{"formula": "C18H18F6O18", "method": "the ωB97M-V functional and the def2-TZVPD basis", "smiles": "O=C1OC[C@@H](F)O1.O=C1OC[C@@H](F)O1.O=C1OC[C@@H](F)O1.O=C1OC[C@@H](F)O1.O=C1OC[C@@H](F)O1.O=C1OC[C@@H](F)O1", "de_lowest_kcal_mol": 34.9, "e_tot_ev": -72117.697, "symbols": ["H", "O", "H", "H", "F", "C", "O", "O", "H", "O", "O", "C", "F", "H", "H", "H", "O", "O", "C", "H", "C", "C", "F", "H", "H", "H", "C", "F", "O", "C", "O", "O", "C", "O", "O", "O", "H", "H", "C", "H", "O", "F", "C", "O", "C", "C", "H", "H", "C", "H", "C", "O", "C", "O", "C", "H", "C", "O", "F", "C"], "positions_angstrom": [[-23.647397, 4.830791, -5.569126], [-15.625180, 6.406198, -8.525126], [-13.325485, 7.458531, -7.042328], [-17.604402, 5.684013, -8.859553], [-23.585836, 6.618616, -7.045847], [-19.136913, 10.400423, -9.486921], [-18.702991, 10.909862, -5.043501], [-20.079063, 9.885229, -9.993294], [-13.507479, -0.552176, -8.016017], [-14.673339, 2.413093, -7.302184], [-21.774606, 5.518023, -7.760340], [-17.414829, 6.630115, -7.023845], [-12.657487, 1.968117, -8.146722], [-17.937543, 12.243029, -7.250636], [-14.538757, -0.286740, -6.640674], [-16.583263, 10.541477, -8.487649], [-19.652445, 9.241629, -6.166829], [-20.950302, 10.541240, -4.954350], [-13.543837, 1.530996, -7.182167], [-13.010808, 1.579872, -6.234383], [-23.307483, 4.335831, -6.474979], [-12.171517, 6.688512, -9.288137], [-11.592095, 7.239196, -6.015066], [-11.440970, 4.954768, -7.160072], [-24.021068, 3.585233, -6.810099], [-16.686562, 4.694388, -7.824665], [-18.121415, 12.088701, -8.308427], [-18.452305, 13.198927, -9.018223], [-17.951815, 10.515105, -10.036800], [-16.804902, 5.735617, -8.103956], [-16.725159, 2.235684, -8.229404], [-12.191636, 7.040918, -10.421839], [-23.163829, 5.423058, -7.564165], [-19.190441, 11.153461, -8.350186], [-21.998819, 3.808924, -6.377011], [-15.260411, 0.519768, -8.326747], [-20.803116, 7.552203, -6.067334], [-16.327227, 11.688055, -9.732694], [-19.691002, 10.325115, -5.344358], [-21.641929, 8.749718, -4.122872], [-12.605737, 5.486929, -8.833752], [-16.861338, 6.101272, -5.837487], [-20.914611, 8.627604, -6.201495], [-19.988729, 4.246433, -7.176092], [-14.136253, 0.199519, -7.544101], [-17.117840, 11.246583, -9.129839], [-22.711706, 9.540555, -5.215185], [-23.660574, 5.227542, -8.514441], [-21.658069, 9.316101, -5.058710], [-13.244127, 5.011378, -6.905077], [-12.382211, 5.422167, -7.434867], [-11.636587, 7.347923, -8.252870], [-15.680272, 1.744516, -7.966163], [-16.748168, 7.834873, -7.259062], [-12.370866, 6.938635, -7.081258], [-18.487920, 6.710777, -6.907333], [-21.161155, 4.420776, -7.239613], [-14.972812, 8.551800, -8.445825], [-21.510069, 8.817054, -7.402411], [-15.713470, 7.685442, -8.081763]], "forces_ev_per_a": [[0.226, -0.244, 0.254], [-0.574, 0.135, 0.451], [0.034, -0.041, 0.195], [0.716, 0.236, -0.678], [-0.044, -0.101, -0.356], [-1.362, 1.120, -0.588], [-0.419, 0.514, -0.039], [-0.064, -0.666, 0.412], [0.190, 0.512, -0.360], [0.448, -1.113, 0.807], [-0.010, -0.566, -1.063], [2.968, -1.630, 0.589], [0.082, -0.295, 0.218], [0.304, 0.552, -0.115], [0.333, 0.181, 0.046], [-0.273, -0.049, 0.181], [-0.297, -0.673, -0.085], [0.086, 0.458, 0.906], [-0.098, 0.990, -1.294], [-0.465, 0.241, 0.138], [-0.330, 0.462, -1.323], [0.440, -0.469, -0.702], [-0.391, -0.072, 0.016], [0.074, -0.036, -0.105], [0.105, -0.207, 0.283], [0.614, 0.141, 0.411], [0.360, -2.234, -1.433], [-0.191, 0.345, 0.492], [1.201, -0.090, 0.070], [-2.491, -0.272, -0.668], [0.047, -0.096, 0.084], [-0.013, -0.162, 0.381], [0.131, 0.126, 0.758], [-0.735, 0.507, 0.579], [-0.592, -0.877, -0.180], [-0.499, 0.131, -0.347], [0.109, -0.008, -0.005], [-0.394, 0.732, 0.100], [0.755, -0.276, -0.340], [0.541, 0.039, -0.030], [-0.331, -0.603, -0.085], [-0.800, 0.664, 0.189], [-0.297, -0.455, 0.365], [0.042, -0.201, -1.303], [-0.363, -1.123, 1.155], [1.197, -0.226, 0.382], [0.128, -0.025, -0.576], [-0.106, 0.232, 0.098], [-0.642, 0.033, -0.162], [0.142, -0.666, -0.434], [-1.538, 1.445, 1.234], [-0.506, 1.798, 0.572], [0.354, 0.653, -0.430], [-1.248, 1.005, 0.680], [2.123, -1.200, -1.120], [0.058, 0.218, -0.152], [0.654, 1.478, 2.886], [-0.339, -0.234, 0.662], [0.026, 0.297, -0.116], [0.924, -0.333, -1.499]], "lowdin_charge": [0.139, 0.096, 0.150, 0.147, 0.054, -0.586, 0.183, 0.173, 0.149, 0.108, 0.123, -0.228, 0.046, 0.160, 0.147, 0.118, 0.112, 0.093, -0.262, 0.168, -0.048, -0.577, 0.076, 0.141, 0.136, 0.119, -0.255, 0.078, 0.098, -0.058, 0.185, 0.186, -0.279, 0.091, 0.079, 0.089, 0.153, 0.144, -0.555, 0.141, 0.061, 0.018, -0.312, 0.182, -0.078, -0.033, 0.145, 0.171, -0.044, 0.129, -0.059, 0.121, -0.532, 0.143, -0.259, 0.151, -0.531, 0.166, 0.082, -0.553]}

=====

# 4
{"formula": "C18H18FN3O3", "method": "the ωB97M-V functional and the def2-TZVPD basis", "smiles": "O=C(Cc1ccccc1[N+](=O)[O-])N1CCN(c2ccccc2F)CC1", "de_lowest_kcal_mol": 61.5, "e_tot_ev": -32286.116, "symbols": ["H", "C", "H", "C", "H", "C", "H", "O", "F", "H", "C", "N", "C", "O", "H", "H", "C", "H", "H", "C", "H", "C", "H", "H", "C", "C", "N", "H", "O", "H", "C", "H", "H", "H", "C", "C", "C", "C", "H", "C", "C", "C", "N"], "positions_angstrom": [[1.570840, -5.236377, -3.943555], [-2.877106, 3.587052, 1.305251], [-2.736022, 1.084194, 0.431260], [2.203663, -3.972242, -0.374325], [2.074699, 0.782412, 0.820865], [2.863752, -5.334393, -2.239081], [-3.454104, 6.873982, 0.860469], [2.173687, -1.139311, -0.313070], [-3.477376, 2.520733, 1.899387], [-1.246803, 6.673006, -0.240877], [0.435106, 2.138841, 0.396714], [0.322011, -0.293261, 0.630845], [-1.072311, 4.583849, 0.130187], [3.637849, -3.659737, 1.354857], [-0.121354, 4.524063, -0.374438], [0.043244, -3.612638, -2.928542], [-1.091192, -0.221939, 0.908008], [-1.232680, -0.125019, 1.990080], [0.630479, 2.087374, -0.686602], [-1.672388, 1.016414, 0.216883], [0.926666, 3.020686, 0.808068], [1.085643, -3.501874, -1.070289], [3.547641, -6.036633, -2.689360], [3.945500, -5.196973, -0.387878], [-3.534075, 4.796408, 1.366618], [1.755749, -4.884584, -2.939814], [2.491904, -3.568251, 0.978316], [0.908763, 0.984273, 2.158032], [1.569039, -3.208938, 1.682975], [-0.352274, -2.866796, 0.371307], [3.088940, -4.871954, -0.958832], [-1.612123, -1.112469, 0.565437], [-4.489320, 4.843845, 1.865527], [-0.553752, -2.156960, -1.251775], [0.988976, -1.240245, -0.054340], [-1.633143, 3.426587, 0.679882], [1.019577, 0.895760, 1.072532], [0.172527, -2.464290, -0.496221], [-1.543403, 0.908627, -0.874343], [0.890573, -3.972212, -2.363006], [-1.715354, 5.805704, 0.199280], [-2.950241, 5.922072, 0.810807], [-0.981807, 2.201213, 0.682762]], "forces_ev_per_a": [[-0.017, -0.026, -0.089], [-0.119, 0.053, -0.028], [0.066, 0.035, -0.019], [-0.156, -0.596, -1.322], [-0.140, 0.029, 0.072], [-0.146, 0.043, -0.086], [-0.052, 0.091, 0.007], [0.215, 0.006, -0.153], [0.206, 0.111, -0.067], [0.044, 0.071, -0.036], [0.162, -0.133, 0.236], [0.016, 0.335, 0.283], [-0.050, -0.183, -0.011], [0.236, 0.081, 0.127], [0.097, -0.054, -0.039], [-0.074, 0.073, -0.019], [-0.367, 0.082, -0.232], [-0.062, -0.036, -0.062], [0.034, 0.053, 0.038], [-0.187, -0.302, 0.055], [-0.004, -0.017, -0.055], [0.160, 0.030, 0.247], [0.064, -0.064, -0.016], [0.015, 0.000, -0.003], [0.048, -0.158, -0.011], [0.096, -0.055, -0.004], [0.267, -0.063, 0.563], [0.011, 0.042, -0.043], [-0.219, 0.054, 0.226], [-0.080, 0.086, -0.136], [-0.025, 0.143, 0.329], [0.049, -0.009, 0.008], [-0.093, -0.034, 0.062], [-0.028, -0.035, 0.024], [-0.297, -0.251, -0.178], [-0.211, 0.275, 0.021], [0.356, 0.277, -0.187], [0.125, 0.130, 0.077], [-0.033, -0.033, 0.053], [0.026, -0.013, 0.150], [-0.057, 0.158, 0.010], [0.057, 0.011, -0.029], [0.067, -0.206, 0.238]], "lowdin_charge": [0.106, -0.202, 0.119, -0.106, 0.126, -0.065, 0.101, 0.071, 0.048, 0.103, -0.143, -0.049, -0.023, 0.099, 0.104, 0.114, -0.115, 0.138, 0.137, -0.127, 0.125, -0.139, 0.106, 0.121, -0.017, -0.065, -0.342, 0.137, 0.084, 0.123, 0.011, 0.116, 0.118, 0.126, -0.446, -0.167, -0.104, -0.051, 0.135, -0.022, -0.093, -0.095, -0.096]}